Record 1
C22H25CoN4 | ωB97M-V/def2-TZVPD

Properties
HOMO (alpha / beta) in eV: -10.02 / -10.61
Frontier orbital gap (alpha / beta) in eV: 5.40 / 6.02
DFT total energy in eV: -66800.2947
Energy above the lowest of the compared OMol25 structures with the same formula, charge and spin in kJ/mol: 72.4

```
! RIJCOSX wB97M-V def2-TZVPD def2/J DEFGRID3
* xyz 1 2
Co 0.28141 0.32003 -0.48324
C -0.77536 2.14407 -0.73857
C -1.72651 1.26648 -0.14216
C -1.18065 0.83443 1.11233
C -0.03856 1.63924 1.40269
C 0.26517 2.38945 0.22771
C 1.24767 3.50411 0.10352
C 0.58113 1.76732 2.74707
C -1.87637 -0.02825 2.11688
C -3.10840 1.01631 -0.63268
C -0.98771 2.96635 -1.96726
H 0.70251 4.43823 -0.04737
H 1.91087 3.36799 -0.75063
H 1.84594 3.60527 1.00438
H -0.12852 2.25704 3.41944
H 1.48251 2.37132 2.72120
H 0.82120 0.79196 3.16557
H -1.48361 -1.04540 2.10642
H -2.94381 -0.07895 1.91499
H -1.73144 0.37753 3.11709
H -3.78152 1.72645 -0.14292
H -3.44872 0.01009 -0.39295
H -3.19572 1.17768 -1.70593
H -1.45975 3.90898 -1.68361
H -1.64010 2.46906 -2.68207
H -0.04392 3.20087 -2.45329
C -2.92458 -3.71338 -2.06498
C -2.71086 -2.38050 -2.38553
C -1.67139 -1.68493 -1.80691
C -0.84014 -2.30864 -0.86609
C -1.06898 -3.65513 -0.53861
C -2.09644 -4.34197 -1.14566
N 0.17897 -1.59769 -0.28692
N 1.15038 -2.25163 0.26018
C 2.16449 -1.57794 0.78327
C 3.24921 -2.25862 1.37967
C 4.29589 -1.53085 1.87919
C 4.25949 -0.13585 1.79714
C 3.17985 0.46237 1.18161
N 2.15371 -0.21796 0.69247
H -3.72769 -4.25636 -2.53520
H -3.35182 -1.89044 -3.10312
H -1.46441 -0.66338 -2.10883
H -0.43016 -4.12190 0.19391
H -2.24703 -5.38392 -0.91264
H 3.22978 -3.33412 1.40198
H 5.14333 -2.02405 2.32724
H 5.06282 0.46668 2.18286
H 3.13619 1.53633 1.06945
N 1.93546 0.16517 -2.96380
C 1.29744 0.27372 -2.00067
H 2.50879 0.02735 -3.76665
*
```

=====

Record 2
C3HF3N2O3 | ωB97M-V/def2-TZVPD

Properties
HOMO (alpha / beta) in eV: -9.48 / -10.88
Frontier orbital gap (alpha / beta) in eV: 7.93 / 8.52
DFT total energy in eV: -20395.0603
Energy above the lowest of the compared OMol25 structures with the same formula, charge and spin in kJ/mol: 276.9

```
! RIJCOSX wB97M-V def2-TZVPD def2/J DEFGRID3
* xyz 0 1
C 0.19974 1.27334 1.29822
C 1.01610 0.49193 0.53538
C -1.73043 -0.81984 -0.19617
N -0.53776 1.85821 1.94957
N 1.21220 0.59317 -0.94341
O 0.84871 1.60740 -1.49629
O 1.82730 -0.42593 -1.31468
O 1.49115 -0.60236 1.00796
F -2.64821 -0.57304 0.82227
F -2.12751 -0.25266 -1.32238
F -1.53322 -2.10832 -0.45094
H 1.98193 -1.04190 0.11050
*
```

=====

Record 3
C30H46IrN4O5Si2 | ωB97M-V/def2-TZVPD

Properties
HOMO (alpha / beta) in eV: -13.24 / -13.24
Frontier orbital gap (alpha / beta) in eV: 4.61 / 4.51
DFT total energy in eV: -66633.6749
Energy above the lowest of the compared OMol25 structures with the same formula, charge and spin in kJ/mol: 345.8

```
! RIJCOSX wB97M-V def2-TZVPD def2/J DEFGRID3
* xyz 2 2
Ir 0.13450 0.41960 -0.50300
C 4.22250 -0.53340 3.29830
N 3.77030 -0.40430 1.93120
C 4.80640 -0.29980 0.91760
C 2.51620 -0.17680 1.56290
O 2.24020 0.07710 0.37810
C 1.42810 -0.25420 2.63240
O 0.15110 -0.00840 2.07870
C -0.88040 -0.91990 2.40650
C -1.14990 -1.89270 1.25400
O -0.56850 -1.71860 0.16700
N -2.00950 -2.88160 1.42730
C -2.68820 -3.21130 2.65840
C -2.33580 -3.75150 0.31460
H 5.14200 -1.11550 3.30990
H 4.44110 0.44810 3.72730
H 3.49780 -1.04020 3.92710
H 5.69320 -0.83760 1.24130
H 4.43940 -0.73120 -0.01200
H 5.07100 0.74500 0.74450
H 1.46570 -1.24230 3.10330
H 1.62330 0.51940 3.38950
H -0.64650 -1.45100 3.33370
H -1.79330 -0.32290 2.53980
H -2.66990 -2.39300 3.36980
H -3.72850 -3.44250 2.43140
H -2.23610 -4.09810 3.10940
H -1.72500 -3.47700 -0.54090
H -2.14820 -4.78970 0.58490
H -3.39060 -3.63610 0.06350
C -0.17500 1.62130 -5.57270
Si -0.12570 1.66450 -3.66270
C 1.15650 2.99260 -3.18680
C -1.99130 1.92900 -3.20120
C 0.13600 0.03990 -2.66010
Si 1.71720 -0.93350 -3.23330
C 3.27020 0.09460 -2.86980
C 1.55410 -1.41400 -5.06460
C 1.57700 -2.50870 -2.13930
H -0.63800 2.53060 -5.94820
H -0.75410 0.78170 -5.94510
H 0.81620 1.56720 -6.01000
H 0.68570 3.97070 -3.17340
H 1.97280 3.04200 -3.90090
H 1.57580 2.82850 -2.19950
H -2.16810 2.99530 -3.13330
H -2.25750 1.46740 -2.25560
H -2.63250 1.52460 -3.97600
H -0.73540 -0.60900 -2.79880
H 3.43910 0.84930 -3.63110
H 4.14940 -0.53980 -2.85710
H 3.20150 0.59630 -1.91080
H 1.68210 -0.56040 -5.72120
H 0.59150 -1.86630 -5.28720
H 2.31840 -2.13880 -5.33180
H 1.39060 -2.25240 -1.10280
H 2.50470 -3.06690 -2.20290
H 0.77480 -3.15130 -2.48390
O 0.02050 2.81670 -0.37800
C -1.14170 2.74390 0.03080
N -2.00780 3.74260 0.24390
C -3.26620 3.23320 0.75090
C -2.89580 1.68880 0.89750
O -3.60320 0.87460 1.42870
N -1.70290 1.53500 0.32410
C -3.62530 3.89910 2.05380
C -3.02020 3.53390 3.25330
C -3.29920 4.23270 4.41380
C -4.17080 5.31310 4.38990
C -4.76100 5.69260 3.19380
C -4.50320 4.98500 2.03480
C -4.37940 3.25820 -0.26220
C -4.25310 3.94120 -1.47390
C -5.29480 3.93360 -2.38150
C -6.46130 3.23440 -2.10420
C -6.59900 2.56890 -0.89240
C -5.56660 2.57930 0.02310
H -1.76040 4.71790 0.24280
H -2.34240 2.69160 3.28500
H -2.84060 3.93600 5.34290
H -4.38600 5.85620 5.29620
H -5.41500 6.54920 3.16190
H -4.95410 5.29300 1.10240
H -3.35880 4.51440 -1.67370
H -5.20500 4.48380 -3.30720
H -7.26020 3.20510 -2.83240
H -7.50860 2.03050 -0.67110
H -5.65320 2.04610 0.95840
*
```

=====

Record 4
C30H53BClFNO16PS | ωB97M-V/def2-TZVPD

Properties
HOMO in eV: -8.37
Frontier orbital gap in eV: 8.19
DFT total energy in eV: -102263.0928

```
! RIJCOSX wB97M-V def2-TZVPD def2/J DEFGRID3
* xyz 0 1
C 0.94410 -0.66379 -2.01433
O 0.68055 0.71267 -1.96542
C -0.67557 1.06130 -2.11113
S -1.82002 -0.01898 -1.13849
C -0.84848 2.52730 -1.83017
C -2.22905 2.98623 -2.30092
C -2.69077 2.48200 -3.65779
O -1.65110 2.42270 -4.64057
C -3.41101 1.13739 -3.67478
N -4.37062 1.17004 -4.76794
O -0.73207 3.02054 -0.49060
C 0.01498 2.38742 0.54830
C 1.22183 3.24734 1.03797
C 2.59854 2.66542 0.82639
C 2.89642 1.38489 1.59067
F 2.87877 2.46253 -0.50014
B -0.92578 2.29746 1.83249
O -1.15204 1.12168 2.49376
O -1.52028 3.44963 2.31878
P 0.50864 3.41872 -2.89056
O 1.45733 4.08507 -1.74872
Cl -0.46331 5.12444 -3.65172
H 0.35119 -1.16976 -2.76390
H 0.85057 -1.14183 -1.05182
H 1.97180 -0.76775 -2.32130
H -0.90956 0.81284 -3.12963
H -2.44321 0.76249 -0.24388
H -2.91615 2.60539 -1.55915
H -2.28119 4.05015 -2.19506
H -3.44078 3.16952 -4.01707
H -1.80227 3.12569 -5.27431
H -3.89258 0.96127 -2.73233
H -2.67848 0.37498 -3.90206
H -4.87282 0.29887 -4.83686
H -3.89273 1.35175 -5.63362
H 0.38796 1.38989 0.39236
H 1.16215 3.37714 2.11326
H 1.15561 4.23952 0.63065
H 3.29820 3.41334 1.18369
H 2.02365 1.00265 2.08919
H 3.73505 1.47334 2.25407
H 3.16128 0.63621 0.86162
H -0.95312 1.21651 3.43067
H -0.87469 4.03334 2.72535
H 1.01609 4.78729 -1.25238
O -4.58381 -1.92053 -5.48409
C -4.05563 -2.51738 -4.59328
C -3.51965 -3.93633 -4.62026
C -3.34891 -4.25326 -3.13282
C -3.08105 -2.87489 -2.54766
O -3.82290 -1.96219 -3.38592
H -2.56749 -3.93805 -5.15282
H -4.22215 -4.60165 -5.11255
H -2.56196 -4.96883 -2.91160
H -4.28378 -4.64977 -2.73373
H -2.02535 -2.60328 -2.58762
H -3.42433 -2.77791 -1.52271
O 4.61788 -1.33421 3.53657
C 4.72511 -0.52923 4.40973
C 5.93046 -0.28528 5.29385
C 5.34277 0.55123 6.43003
C 4.19571 1.26782 5.73011
O 3.73696 0.35054 4.71626
H 6.67566 0.26707 4.71972
H 6.34853 -1.22546 5.63867
H 6.05221 1.23137 6.89530
H 4.94996 -0.10631 7.20605
H 4.51918 2.18937 5.24112
H 3.37136 1.49593 6.40070
O 8.03577 2.20227 0.60516
C 7.53493 2.78248 -0.30923
C 6.09777 2.68595 -0.78312
C 6.16200 3.31703 -2.17163
C 7.31768 4.29612 -2.01528
O 8.20919 3.68202 -1.06407
H 5.46667 3.25935 -0.10357
H 5.76994 1.65189 -0.81273
H 5.23520 3.79002 -2.48872
H 6.41860 2.55561 -2.90889
H 6.99501 5.25870 -1.61265
H 7.85391 4.46756 -2.94479
O -1.51012 -4.79472 -0.29676
C -1.24413 -4.06141 0.61167
C -0.13105 -4.20720 1.62813
C -0.55105 -3.22117 2.71439
C -1.32475 -2.18709 1.91537
O -1.92917 -2.91838 0.83182
H 0.81265 -3.92158 1.15985
H -0.07293 -5.22905 1.98903
H 0.27762 -2.79959 3.27075
H -1.21912 -3.71588 3.42176
H -0.67998 -1.41563 1.49018
H -2.10374 -1.70731 2.50162
O -4.99080 -5.67768 4.13455
C -5.24973 -4.99158 3.19506
C -6.62547 -4.67924 2.63260
C -6.29709 -4.11172 1.25111
C -4.92110 -3.50395 1.48337
O -4.30225 -4.33237 2.48572
H -7.10401 -3.94049 3.27680
H -7.23182 -5.57808 2.58303
H -7.02548 -3.39560 0.87681
H -6.22418 -4.92513 0.52829
H -4.97909 -2.48272 1.86826
H -4.30568 -3.50505 0.59053
*
```

=====

Record 5
C3H8S2 | ωB97M-V/def2-TZVPD

Properties
HOMO in eV: -9.11
Frontier orbital gap in eV: 7.68
DFT total energy in eV: -24904.6157
Energy above the lowest of the compared OMol25 structures with the same formula, charge and spin in kJ/mol: 654.3

```
! RIJCOSX wB97M-V def2-TZVPD def2/J DEFGRID3
* xyz 0 1
C 0.26461 1.45325 0.06245
C 0.29987 -0.00824 -0.48483
C -0.99981 -0.76873 0.19119
H 2.40258 1.53798 -1.46365
H -0.88139 1.88471 0.02125
H 0.63152 1.37467 1.09376
H 0.27542 -0.29522 -1.57080
H 1.14901 -0.54426 0.42750
H -2.01740 -0.52456 -0.09330
H -0.76966 -0.67224 1.15374
H -0.22194 -3.61707 1.10719
S 1.03675 2.91260 -0.57123
S -1.16956 -2.73289 0.12673
*
```

=====

Record 6
CH2ClF | ωB97M-V/def2-TZVPD

Properties
HOMO (alpha / beta) in eV: -11.54 / -11.54
Frontier orbital gap (alpha / beta) in eV: 10.35 / 10.36
DFT total energy in eV: -16306.4025
Energy above the lowest of the compared OMol25 structures with the same formula, charge and spin in kJ/mol: 260.1

```
! RIJCOSX wB97M-V def2-TZVPD def2/J DEFGRID3
* xyz 0 1
C 0.12045 -0.16486 -0.14567
F -1.05988 0.71046 1.29178
Cl 0.82842 0.92865 -1.20592
H -0.54349 -0.91737 -0.70977
H 0.65449 -0.55689 0.76959
*
```